[1]
A structure of composition C30H44CaCl3F6LiMgN4O14PS2 in a non-equilibrium geometry, computed with wB97M-V/def2-TZVPD.

The HOMO-LUMO gap comes out at 1.53 eV. As for the total charge: +1. Its LUMO energy is -7.651 eV. As for the spin multiplicity: 1. The value obtained for the maximum force is 0.1423 Eh/bohr. The value obtained for the electronic energy is -175330.1716 eV.

Each line ends with the Mulliken charge.
Geometry (Å):
1 C -3.1416 -3.2474 -5.0352  -1.17
2 C -2.1340 -2.3899 -5.1361  0.52
3 C -0.9128 -1.3120 -5.0743  -0.35
4 C -0.7257 -0.9380 -3.5241  0.55
5 C 0.3008 -1.7659 -2.6274  -0.80
6 C 0.4094 -1.3175 -1.1027  0.20
7 P 1.6678 -2.2413 0.0153  0.26
8 C 1.1967 -2.0843 1.8496  -0.47
9 C 3.2934 -1.2285 -0.2433  0.08
10 C 3.2140 0.1109 0.6578  -0.73
11 C -0.4221 -0.1465 -0.4477  -0.12
12 C -1.4206 0.6429 -1.3679  -0.25
13 C -1.5436 0.2378 -2.8860  0.05
14 C -2.6107 1.2676 -3.4963  0.03
15 O -3.2281 1.1697 -4.6095  -0.52
16 N -2.7743 2.3473 -2.4590  0.39
17 N -1.9766 3.4977 -2.6611  -0.35
18 C -2.8304 4.6794 -3.1133  -0.40
19 C -1.9712 5.4061 -4.3092  -0.92
20 C -2.3969 1.8913 -1.0981  0.12
21 O -2.7255 2.2997 0.0508  -0.55
22 H -3.8726 -4.0068 -4.5533  0.47
23 H -1.2083 -0.4142 -5.7251  0.33
24 H 0.0164 -1.8070 -5.5435  0.41
25 H 0.9383 -2.6399 -3.0376  0.27
26 H 0.3794 -2.8343 2.1791  0.43
27 H 0.8542 -0.9988 2.0567  0.05
28 H 2.1715 -2.3008 2.4508  0.07
29 H 3.2386 -0.8771 -1.3555  0.51
30 H 4.2457 -1.8587 -0.0933  -0.49
31 H 4.0427 0.8408 0.3314  0.47
32 H 2.2016 0.6484 0.4576  0.13
33 H 3.2277 -0.1206 1.7969  -0.19
34 H -0.3303 0.1820 0.6498  0.45
35 H -1.6093 3.8160 -1.7349  0.29
36 H -2.9633 5.3832 -2.2064  0.34
37 H -3.8480 4.3418 -3.5537  0.28
38 H -2.0465 4.6815 -5.2193  0.22
39 H -2.4849 6.4153 -4.5063  0.34
40 H -0.8620 5.5279 -4.0160  0.28
41 C -4.6425 -3.5235 -8.7157  -0.09
42 C -6.0684 -4.0142 -8.7007  -0.55
43 C -5.9475 -5.3622 -9.3808  -0.45
44 O -4.6387 -5.8638 -9.0753  -0.42
45 C -3.8652 -4.8056 -8.4955  -0.32
46 H -4.4317 -2.7625 -7.9612  0.25
47 H -4.4059 -3.1050 -9.7000  0.09
48 H -6.4052 -4.1472 -7.6666  0.28
49 H -6.7682 -3.3436 -9.2039  0.29
50 H -6.0242 -5.2673 -10.4690  0.25
51 H -6.7033 -6.0735 -9.0393  0.29
52 H -3.7502 -5.0213 -7.4267  0.08
53 H -2.8740 -4.7801 -8.9545  0.31
54 C 5.8459 -0.8895 4.1838  -0.50
55 N 4.5800 -1.4773 3.6651  0.51
56 O 4.6336 -2.6118 3.2079  -0.49
57 O 3.5694 -0.7716 3.7353  -0.26
58 H 6.6488 -1.6150 4.0590  0.32
59 H 6.0510 0.0157 3.6079  0.09
60 H 5.6938 -0.6596 5.2416  0.40
61 O -4.6341 -1.0491 -11.5452  -0.43
62 C -5.9322 -1.2221 -11.6699  0.05
63 C -6.7149 -0.1785 -10.6795  -0.12
64 O -8.0014 -0.3628 -10.8003  -0.40
65 H -6.3304 -2.2209 -11.4226  0.04
66 H -6.3637 -1.0588 -12.6715  0.34
67 H -6.3216 0.8187 -10.9385  0.33
68 H -6.2742 -0.3363 -9.6805  0.18
69 Li 4.9379 0.1370 2.3202  0.97
70 Mg -4.2366 -2.0030 -3.2267  0.49
71 C 7.4681 -1.3355 8.8050  0.62
72 F 7.4363 -2.5322 8.1728  -0.23
73 F 6.2208 -1.1256 9.2933  -0.23
74 F 8.2668 -1.4927 9.8856  -0.23
75 S 8.0259 0.0261 7.7246  0.95
76 O 7.0370 0.0705 6.6530  -0.66
77 O 9.3642 -0.3619 7.3139  -0.63
78 N 7.9164 1.1811 8.7950  -0.34
79 S 8.3543 2.5948 8.2212  0.99
80 O 7.4833 3.1698 7.2074  -0.63
81 O 9.7736 2.7829 7.9768  -0.64
82 C 8.0186 3.5538 9.7374  0.66
83 F 8.7543 3.1225 10.7899  -0.23
84 F 6.7232 3.4607 10.1277  -0.23
85 F 8.2838 4.8707 9.5977  -0.22
86 Ca 5.4456 -3.1532 -0.4780  0.71
87 O -1.8888 1.1767 2.3618  -0.71
88 H -2.4303 1.2746 1.5834  0.28
89 O -3.3612 3.0189 8.8330  -0.58
90 C -3.1662 2.4199 7.7953  0.72
91 O -2.0486 1.6820 7.6395  -0.37
92 C -1.8093 0.7984 6.5342  -0.62
93 C -1.2495 1.5554 5.3441  -0.33
94 C -4.1209 2.5531 6.6458  -0.87
95 H -2.7084 0.2293 6.2840  0.39
96 H -1.0671 0.0720 6.8757  0.31
97 H -1.9513 2.3082 4.9800  0.25
98 H -1.0216 0.8711 4.5245  0.16
99 H -0.3363 2.0865 5.6268  0.07
100 H -3.9027 3.4760 6.1052  0.23
101 H -5.1374 2.6029 7.0435  0.31
102 H -4.1039 1.7114 5.9544  0.31
103 C 2.6776 2.0584 6.4172  -0.11
104 Cl 4.3370 2.5519 6.7694  -0.03
105 Cl 2.2151 2.5789 4.7877  -0.16
106 Cl 2.5038 0.3029 6.5790  -0.13
107 H 2.0124 2.5365 7.1359  0.41

Forces on atoms 1 to 2 (eV/Å):
C 4.98 4.12 0.90
C -4.08 -3.58 0.90



[2]
A structure of composition C2H2CdO2 in a non-equilibrium geometry, computed with wB97M-V/def2-TZVPD.

The HOMO-LUMO gap (spin up / spin down) comes out at 6.50 / 5.68 eV. As for the total charge: -1. Its expectation value of S² is 0.75. Its LUMO energy (spin up / spin down) is 4.239 / 3.480 eV. As for the spin multiplicity: 2. The value obtained for the maximum force is 0.0801 Eh/bohr. The value obtained for the electronic energy is -10758.2068 eV.

Each line ends with the Mulliken charge.
Geometry (Å):
1 H 1.4578 0.9822 -1.3574  0.31
2 C 0.5406 1.2037 -0.7540  -0.15
3 C -0.5759 1.5533 -0.3864  -0.48
4 H -1.6092 1.8445 -0.4840  0.30
5 O 0.5921 -1.4884 0.2488  -0.62
6 O 0.7310 -2.2230 1.5447  -0.66
7 Cd -1.1365 -1.8723 1.1883  0.30

Forces on atoms 1 to 2 (eV/Å):
H -1.30 0.07 1.61
C -1.17 0.67 -0.63



[3]
The ion C10H17N4 with charge +1 in a non-equilibrium geometry, computed with wB97M-V/def2-TZVPD.

The HOMO-LUMO gap (spin up / spin down) comes out at 7.80 / 7.79 eV. As for the total charge: +1. Its LUMO energy (spin up / spin down) is -3.124 / -3.124 eV. As for the spin multiplicity: 1. The energy above the lowest of the compared OMol25 structures with the same formula, charge and spin comes out at 362.6 kJ/mol. The value obtained for the maximum force is 0.0914 Eh/bohr. The value obtained for the electronic energy is -16594.4764 eV.

Each line ends with the Mulliken charge.
Geometry (Å):
1 C 2.9816 -2.1604 -1.1513  -0.43
2 C 3.3084 -0.8115 -0.9834  -0.62
3 C 1.9366 -2.7481 -0.4242  -0.76
4 C 2.5562 -0.0937 -0.0927  -0.19
5 C 1.2097 -2.0273 0.4349  -0.71
6 C 1.4430 -0.5924 0.4989  1.08
7 C 0.6783 0.2928 1.3187  -0.34
8 C -1.3512 0.1616 0.1366  -0.95
9 C -0.5448 1.8707 -1.3909  -0.86
10 C -2.9619 1.5230 -0.9887  -0.90
11 N -0.0533 -0.1580 2.3426  -0.15
12 N -2.0861 -0.1228 1.2474  -0.23
13 N -1.2638 0.3654 2.3984  -0.61
14 N -1.5384 1.4828 -0.4162  0.25
15 H 3.4438 -2.6458 -1.9885  0.39
16 H 3.9955 -0.2786 -1.6207  0.38
17 H 1.7442 -3.7672 -0.4262  0.47
18 H 2.7886 0.9715 0.0324  0.37
19 H 0.7464 -2.5751 1.1567  0.35
20 H 0.7114 1.4133 1.1733  0.49
21 H -1.4952 -0.5941 -0.6401  0.43
22 H 0.3164 2.0095 -0.8560  0.39
23 H -0.3574 1.2308 -2.2651  0.32
24 H -0.8949 2.7939 -1.8341  0.35
25 H -3.0314 0.7799 -1.8637  0.34
26 H -3.6532 1.4514 -0.1156  0.36
27 H -3.1344 2.5410 -1.3563  0.40
28 H -0.0746 -1.2297 2.6554  0.39
29 H -2.3423 -1.1013 1.3972  0.36
30 H -1.5883 -0.0824 3.2968  0.31
31 H -1.4890 2.1005 0.3244  0.36

Forces on atoms 1 to 2 (eV/Å):
C -0.01 1.19 -1.10
C -0.48 -1.60 -0.53



[4]
A cluster of 11 separate species, C6H37N2O10 in total in a non-equilibrium geometry, computed with wB97M-V/def2-TZVPD.

The HOMO-LUMO gap comes out at 9.36 eV. As for the total charge: +1. Its LUMO energy is -2.681 eV. As for the spin multiplicity: 1. The energy above the lowest of the compared OMol25 structures with the same formula, charge and spin comes out at 411.1 kJ/mol. The value obtained for the maximum force is 0.0858 Eh/bohr. The value obtained for the electronic energy is -30269.9030 eV.

Each line ends with the Mulliken charge.
Geometry (Å):
1 C 0.8802 -2.0965 -1.4001  -1.16
2 N -0.2789 -1.3054 -2.0408  -0.08
3 C -1.5294 -1.5103 -1.2157  -0.04
4 C -2.7486 -1.1310 -2.0682  -0.79
5 C -2.6026 0.3136 -2.5532  -0.01
6 C 1.2891 -1.5910 -0.0591  -0.48
7 N 2.0943 -0.3485 0.1010  0.30
8 C 3.0653 -0.1288 -1.0152  -1.04
9 H 0.6921 -3.1702 -1.4968  0.39
10 H 1.7086 -1.9411 -2.1599  0.32
11 H -0.4066 -1.5401 -3.0103  0.27
12 H -1.7086 -2.5411 -0.8702  0.15
13 H -1.3125 -0.7981 -0.4224  0.27
14 H -3.6046 -1.0359 -1.3667  0.27
15 H -3.2662 -1.7855 -2.8306  0.29
16 H -3.5011 0.9765 -2.4398  0.36
17 H -1.6991 0.7213 -2.2180  -0.68
18 H -2.3762 0.3047 -3.6844  0.24
19 H 0.4494 -1.5139 0.6566  0.46
20 H 1.8517 -2.3831 0.3850  0.24
21 H 1.5345 0.5249 0.2346  0.50
22 H 2.6216 -0.5329 1.0408  0.35
23 H 4.0624 -0.6630 -0.9573  0.26
24 H 3.3343 0.9447 -1.0333  0.68
25 H 2.8845 -0.6492 -1.9286  0.14
26 H 3.7739 -1.1752 2.8784  0.27
27 H 2.5008 -2.1618 2.6276  0.32
28 O 2.8787 -1.2789 2.5595  -0.69
29 H 2.8494 3.2287 -2.5480  0.27
30 H 1.8627 2.0328 -2.0392  0.41
31 O 2.6567 2.5576 -1.8530  -0.65
32 H 0.5502 -0.5384 5.0921  0.30
33 H 1.7482 -0.5878 4.0920  0.27
34 O 0.8900 -0.2148 4.2454  -0.59
35 H -0.8648 3.6573 -1.7420  0.31
36 H -1.5844 4.4876 -0.5838  0.27
37 O -1.2502 3.6289 -0.8389  -0.59
38 H 0.0079 1.1687 -2.7303  0.31
39 H 1.2651 0.9759 -3.7973  0.29
40 O 0.6969 1.5485 -3.2876  -0.69
41 H 0.3702 3.9577 2.1973  0.26
42 H -0.0849 3.0128 0.9719  0.32
43 O 0.0818 3.0970 1.9079  -0.60
44 H 1.1117 0.3583 2.3687  0.20
45 H 0.2053 1.5650 2.0613  0.38
46 O 0.4695 0.6527 1.7207  -0.53
47 H -2.3760 -3.0128 1.3778  0.30
48 H -1.8053 -2.0187 2.2760  0.41
49 O -1.5518 -2.5407 1.4994  -0.60
50 H -2.0339 1.0605 1.1470  0.22
51 H -3.4606 0.4479 0.9544  0.29
52 O -2.8384 0.7948 1.5921  -0.56
53 H -2.0204 -0.0309 3.6267  0.31
54 H -3.1429 -0.8495 3.0128  0.31
55 O -2.3386 -0.9430 3.5637  -0.72

Forces on atoms 1 to 2 (eV/Å):
C -0.44 1.78 -4.01
N 0.78 -1.02 2.19



- Number 2 is which compound?
  C2H2CdO2



- Among the records above, which one has the highest maximum force?
  C30H44CaCl3F6LiMgN4O14PS2



- electronic energy of number 4 (C6H37N2O10)?
  -30269.9030 eV